Entry 1:
ORCA calculation (wB97M-V/def2-TZVPD) on C3H5NO2 in the gas phase.

```
11
Properties=species:S:1:pos:R:3
H -1.33 0.93 -1.26
H 0.01 1.95 -0.67
O -0.74 0.58 0.71
C -0.43 0.94 -0.64
O 0.71 -0.98 0.03
H -0.50 -1.12 3.02
H 1.56 0.31 -1.35
N -0.03 -1.24 2.13
H 0.22 -0.69 -1.96
C 0.58 -0.12 -1.09
C -0.06 -0.57 1.08
```

## Properties
Net charge: 0
HOMO energy, eV: -9.92
Strongest force on any atom, hartree/bohr: 0.021
Energy relative to the best compared isomer or geometry (same formula, charge and spin), eV: 1.412
LUMO level, eV: 0.83

Entry 2:
ORCA calculation (wB97M-V/def2-TZVPD) on 2 unconnected molecules or ions with the total composition C3H5NO2.

```
11
Properties=species:S:1:pos:R:3
H -0.25 -1.08 1.02
C 2.01 -0.20 -0.07
C -0.11 0.88 0.50
N 2.76 -0.98 -0.45
O -0.74 -0.88 -0.99
H 0.05 -1.42 -1.11
C -0.82 -0.44 0.39
O -0.45 1.91 -0.28
H -0.95 1.67 -1.05
H 0.45 1.07 1.49
H -1.94 -0.52 0.55
```

## Properties
Net charge: 0
HOMO energy (alpha / beta), eV: -10.32 / -10.32
Strongest force on any atom, hartree/bohr: 0.080
Energy relative to the best compared isomer or geometry (same formula, charge and spin), eV: 4.371
LUMO level (alpha / beta), eV: -1.11 / -1.11

Entry 3:
ORCA calculation (wB97M-V/def2-TZVPD) on a molecular structure, C3H5NO2.

```
11
Properties=species:S:1:pos:R:3
O 0.99 -0.11 -0.53
H -1.77 0.66 1.20
H -0.46 1.43 0.00
C -0.32 0.35 -0.75
H 0.67 -1.86 0.52
C -0.92 0.23 0.66
H -0.27 -0.02 -2.58
O 0.05 -0.17 1.52
H 1.97 -0.77 1.15
N -0.79 0.57 -1.93
C 0.99 -0.83 0.68
```

## Properties
Net charge: 0
HOMO energy, eV: -8.37
Strongest force on any atom, hartree/bohr: 0.048
Energy relative to the best compared isomer or geometry (same formula, charge and spin), eV: 4.826
LUMO level, eV: 0.59

Entry 4:
ORCA calculation (wB97M-V/def2-TZVPD) on C3H5NO2 in the gas phase.

```
11
Properties=species:S:1:pos:R:3
C -1.06 1.35 -0.09
N 0.05 0.43 -0.07
C -0.05 -0.88 0.15
H -1.97 0.79 0.14
H 0.99 0.74 -0.29
H 1.18 -2.63 0.28
H -0.91 2.13 0.66
O 2.36 -1.01 -0.24
C 1.33 -1.57 0.05
H -1.15 1.81 -1.08
O -1.05 -1.53 0.40
```

## Properties
Net charge: 0
HOMO energy, eV: -9.97
Strongest force on any atom, hartree/bohr: 0.019
Energy relative to the best compared isomer or geometry (same formula, charge and spin), eV: 0.775
LUMO level, eV: -0.06

Entry 5:
ORCA calculation (wB97M-V/def2-TZVPD) on C3H5NO2 in the gas phase.

```
11
Properties=species:S:1:pos:R:3
H 0.46 -1.58 0.91
H 1.34 -0.11 1.26
N -1.60 0.60 0.33
C 0.18 -0.24 -0.93
C 0.40 -0.51 0.82
H 0.16 -1.15 -1.44
C -0.79 0.26 1.27
H 0.73 1.48 -1.91
H -0.87 0.33 2.25
O -1.11 0.31 -0.90
O 1.10 0.62 -1.65
```

## Properties
Net charge: 0
HOMO energy, eV: -9.92
Strongest force on any atom, hartree/bohr: 0.107
Energy relative to the best compared isomer or geometry (same formula, charge and spin), eV: 3.689
LUMO level, eV: 0.90

Entry 6:
ORCA calculation (wB97M-V/def2-TZVPD) on a molecular structure, C3H5NO2.

```
11
Properties=species:S:1:pos:R:3
H 1.22 -1.54 1.68
H -2.68 0.67 0.19
H 2.13 -0.16 0.93
C 1.44 -0.98 0.78
H 1.70 -1.60 -0.07
C -0.68 0.23 -0.04
O 0.35 1.24 -1.91
O -0.41 -0.52 0.91
C 0.57 0.51 -0.97
N -1.83 0.79 -0.33
H -1.81 1.37 -1.17
```

## Properties
Net charge: 0
HOMO energy, eV: -7.25
Strongest force on any atom, hartree/bohr: 0.013
Energy relative to the best compared isomer or geometry (same formula, charge and spin), eV: 4.644
LUMO level, eV: 0.53

Entry 7:
ORCA calculation (wB97M-V/def2-TZVPD) on 2 unconnected molecules or ions with the total composition C3H5NO2.

```
11
Properties=species:S:1:pos:R:3
O 1.97 0.27 -0.75
H -0.84 -0.13 0.72
C 0.26 1.56 2.75
C -0.63 -0.76 -1.31
H 0.19 -0.73 -2.03
C 1.09 0.26 0.10
H -1.47 -0.19 -1.72
H 1.24 0.65 1.09
N -0.17 -0.21 -0.04
H -0.93 -1.81 -1.19
O -0.71 1.09 2.39
```

## Properties
Net charge: 0
HOMO energy, eV: -9.84
Strongest force on any atom, hartree/bohr: 0.036
Energy relative to the best compared isomer or geometry (same formula, charge and spin), eV: 1.067
LUMO level, eV: 0.80

Entry 8:
ORCA calculation (wB97M-V/def2-TZVPD) on C3H5NO2 in the gas phase.

```
11
Properties=species:S:1:pos:R:3
H -0.96 2.04 0.09
O -1.79 0.08 0.00
C -0.90 1.06 0.59
H -0.73 -1.77 0.02
N 1.52 0.26 0.30
C -0.71 -0.77 -0.42
H -0.62 -0.85 -1.51
H 2.92 -0.54 -0.61
C 0.26 0.19 0.20
O 2.08 -0.88 -0.30
H -1.07 1.17 1.66
```

## Properties
Net charge: 0
HOMO energy, eV: -9.79
Strongest force on any atom, hartree/bohr: 0.015
Energy relative to the best compared isomer or geometry (same formula, charge and spin), eV: 3.735
LUMO level, eV: 0.94

> Which of these has the highest energy relative to the best compared isomer or geometry (same formula, charge and spin)?

number 3

> The lowest energy relative to the best compared isomer or geometry (same formula, charge and spin) belongs to which entry?

number 4

> Which of these has the highest energy relative to the best compared isomer or geometry (same formula, charge and spin)?

number 3

> strongest force on any atom of number 8 (C3H5NO2)?

0.015 hartree/bohr